This record from OMol25 describes a 9-piece molecular cluster, C59H83N9O9 overall in a non-equilibrium geometry. The level of theory is the ωB97M-V functional and the def2-TZVPD basis.

Properties
**E**: -94326.95357 eV
**Total charge**: +4
**HOMO energy**: -13.1 eV
**Gap between HOMO and LUMO**: 3.23 eV

Atoms and positions in Å:
O: -1.2096 1.7976 0.8253
O: -4.2299 -4.0721 0.6891
O: 1.0234 1.6024 -4.9300
O: 4.7456 -1.0732 3.0415
O: 0.8966 1.8644 0.0371
O: -2.6223 -5.5530 1.0767
O: 3.0475 -1.6621 4.3484
O: -0.9075 1.0024 -5.6571
O: -0.4808 -6.2573 -1.0928
N: 4.6053 2.3773 -1.0289
N: -4.9351 1.4751 0.8605
N: 0.7973 1.5605 4.3135
N: 1.0137 5.7705 2.8648
N: -0.1898 2.0344 6.2121
N: -0.6142 -5.9321 -2.2115
N: -0.2538 4.9502 -3.9737
N: -7.3041 -2.7492 -4.1482
N: 9.2801 0.0287 3.6662
C: 6.4638 1.5093 0.8293
C: -1.0438 4.3601 -3.0809
C: 9.4367 -0.2909 2.3784
C: 1.7736 1.0423 3.3225
C: -7.4375 -1.4318 -4.2554
C: 0.8505 5.6132 -3.5716
C: -1.2326 -5.2801 -4.9592
C: 8.3900 0.9670 4.0419
C: -0.7493 4.3412 -1.7291
C: -6.7280 0.9215 -0.6494
C: 0.6148 5.2092 0.1731
C: -0.1477 5.2118 2.4693
C: -7.0532 -0.6171 -3.1809
C: 5.1186 1.5945 1.1678
C: -2.2665 -3.3711 1.9131
C: -0.5093 2.2048 7.6205
C: -0.3760 4.9712 1.1317
C: -0.1362 1.1647 -4.6738
C: -0.6531 0.8020 -3.3016
C: -0.1088 -8.2624 -2.8277
C: -0.5362 4.8698 -5.4271
C: -6.4790 -1.1788 -2.0550
C: 0.3203 5.0982 -1.2833
C: 2.0048 5.9927 2.0060
C: -0.4550 2.0779 4.0009
C: 2.7399 -1.7905 2.0098
C: -1.4167 1.1669 8.2702
C: -1.0700 -7.1079 -3.0441
C: 7.3860 1.3119 3.1530
C: -2.5041 -4.2996 -2.2723
C: -0.5582 -4.3405 -3.9888
C: -6.3412 -2.5798 -1.9959
C: 3.5727 2.9077 -1.9580
C: -0.9817 -4.5116 -2.5181
C: -6.0516 1.7879 0.1880
C: 1.1976 5.9444 4.3315
C: 0.8642 1.4416 5.6425
C: -4.4288 0.2257 0.6920
C: -0.1778 1.2791 0.3220
C: -5.0387 -0.7008 -0.1193
C: -6.8187 -3.3429 -3.0372
C: 5.9113 2.3175 -1.3791
C: -2.5298 -7.5028 -2.8851
C: 3.5714 -1.5011 3.2305
C: -3.1247 -4.4136 1.2070
C: 4.2209 2.0132 0.2090
C: 6.8197 1.7882 -0.4820
C: -1.0060 2.4689 5.1804
C: -0.1591 -3.4421 -1.7526
C: -6.0735 -0.2747 -0.9438
C: -0.8932 -6.7157 -4.5652
C: -7.6921 -3.5869 -5.3149
C: -0.1616 -0.2505 0.3087
C: 1.8080 5.7414 0.6707
C: 10.3239 -0.3766 4.6489
C: 7.4663 0.9858 1.8014
C: -4.2169 2.4626 1.7149
C: 8.5022 0.1362 1.4482
C: 1.1495 5.7453 -2.2297
H: 6.5492 1.8815 3.5311
H: -0.7567 3.2492 7.8182
H: 0.5137 -4.4539 -4.1732
H: -0.1712 -8.6907 -1.8275
H: -6.8716 -3.6591 -6.0274
H: 3.1810 2.1436 0.4911
H: -4.6267 -1.6927 -0.2819
H: -1.7334 0.8555 -3.4332
H: -0.1320 -0.5634 -0.7369
H: 0.9418 -7.9720 -2.9063
H: 0.6581 -0.5835 0.9346
H: -0.8376 5.0153 3.2747
H: 0.1928 -6.7511 -4.6926
H: 1.7009 -2.0894 2.1503
H: -2.3768 1.1350 7.7482
H: 2.7245 2.2245 -1.9319
H: 0.8154 6.9454 4.5211
H: -0.3586 -0.2360 -3.1431
H: -1.6850 1.4424 9.2875
H: -3.6950 -0.0722 1.4291
H: 7.8475 1.7057 -0.8094
H: -3.2792 -6.8295 -3.2963
H: -0.9995 0.1636 8.2134
H: -7.7915 -1.0467 -5.2001
H: 8.5810 -0.3266 0.4732
H: -7.6196 1.2415 -1.1668
H: -0.7601 -3.3039 -4.2658
H: -0.2353 5.8062 -5.8973
H: -2.3205 -5.1860 -5.0485
H: -3.6043 3.1492 1.1388
H: -3.5934 1.9461 2.4370
H: -7.9626 -4.5638 -4.9247
H: 0.8857 -3.7612 -1.7685
H: -0.9384 -5.0299 -5.9794
H: 6.1392 2.6973 -2.3638
H: 2.2625 5.8417 4.5192
H: -0.0638 3.9842 -5.8549
H: -2.2348 -2.4574 1.3146
H: 2.9282 6.4577 2.3205
H: 0.6429 5.1633 4.8423
H: 1.4804 6.0427 -4.3365
H: -1.9249 3.0178 5.3039
H: 4.0522 3.1385 -2.9031
H: -1.1050 -0.6829 0.6426
H: -3.0746 -4.5752 -3.1567
H: -0.2084 1.4756 -2.5684
H: -1.3789 3.7860 -1.0483
H: -2.7799 -4.8879 -1.3909
H: 1.9814 1.9355 2.7335
H: -6.4676 2.7729 0.3567
H: 1.6770 0.9479 6.1535
H: 2.6357 -0.8807 1.4054
H: 2.6136 5.9918 -0.0044
H: -8.5245 -3.1498 -5.8609
H: 0.4465 2.2198 8.1549
H: -6.6525 -4.4093 -2.9837
H: -7.2512 0.4336 -3.3374
H: -1.4196 -7.5159 -5.0780
H: 3.2777 -2.5313 1.4168
H: 4.8392 1.3619 2.1872
H: 10.6381 -1.3686 4.3369
H: -0.7736 2.1146 2.9641
H: -5.9937 -3.0876 -1.1000
H: 1.3013 0.2213 2.7938
H: 3.2086 3.8395 -1.5218
H: 2.0562 6.2734 -1.9787
H: 2.6743 0.7773 3.8723
H: 10.2429 -0.9666 2.1329
H: -5.0758 2.9445 2.1803
H: -2.7020 -8.4710 -3.3543
H: -2.7747 -7.6630 -1.8309
H: -0.3967 -3.4142 -0.6883
H: 9.9946 -0.3450 5.6827
H: 11.1412 0.3370 4.5480
H: -2.6592 -3.2069 2.9193
H: -0.2746 -2.4836 -2.2479
H: 8.3754 1.2780 5.0752
H: -1.6067 4.9476 -5.6140
H: -1.2520 -3.7315 2.0788
H: -2.7782 -3.2768 -2.0168
H: -1.9444 3.8815 -3.4389
H: -1.3122 4.4845 0.9026
H: -0.2345 -9.0260 -3.5922

This record from OMol25 describes C5F15InO15S5 as an isolated structure in a non-equilibrium geometry. The level of theory is the ωB97M-V functional and the def2-TZVPD basis.

Properties
**E**: -136007.08898 eV
**Total charge**: -2
**HOMO energy**: -4.8 eV
**Gap between HOMO and LUMO**: 2.72 eV
**Energy above the lowest of the compared OMol25 structures with the same formula, charge and spin**: 76.9 kcal/mol

Atoms and positions in Å:
In: -1.2999 -0.5632 -0.3797
S: -1.2102 2.6164 1.9104
S: 2.0226 -1.5422 -2.9631
S: 1.5276 -0.6542 2.7067
S: -1.8069 -2.9188 2.8793
S: -2.0037 0.4718 -4.5355
F: -2.7289 2.9014 -5.5752
F: 0.2126 4.6944 2.8480
F: 4.6501 -1.1770 -2.5488
F: -2.2208 2.9617 -3.4786
F: -2.9270 -5.3381 2.9926
F: 3.0947 1.4831 2.8886
F: 3.4065 0.3234 1.1045
F: 3.7169 0.4422 -3.6487
F: -0.0301 4.6336 0.6830
F: 1.3437 3.2979 1.6810
F: -0.6498 2.6849 -4.8975
F: -3.6894 -3.9721 4.4395
F: 4.1177 -0.4118 2.9968
F: 3.3622 0.2477 -1.5035
F: -4.2898 -3.7852 2.3682
O: -0.6716 -3.7122 3.2994
O: 1.8455 -2.0344 2.3685
O: 1.1229 -0.3252 4.0591
O: -0.7331 1.6810 2.9201
O: -1.7612 0.2262 -3.1168
O: -1.8019 -2.5805 1.4580
O: -1.2473 2.0156 0.5941
O: 0.5785 -0.1003 1.7304
O: 1.6019 -1.4019 -4.3578
O: -2.3704 3.3577 2.3610
O: -2.0983 -1.7924 3.7457
O: 2.4990 -2.8926 -2.7316
O: -0.9286 0.1053 -5.4454
O: -3.3289 0.0143 -4.9072
O: 1.0549 -1.0042 -2.0171
C: 0.1710 3.9134 1.7799
C: 3.1486 0.2629 2.3920
C: -3.2880 -4.0758 3.1853
C: -1.9306 2.3717 -4.6464
C: 3.5395 -0.4246 -2.6392

This record from OMol25 describes an isolated molecule of C5H10 in a non-equilibrium geometry. The level of theory is the ωB97M-V functional and the def2-TZVPD basis.

Properties
**E**: -5346.09094 eV
**HOMO energy**: -10.3 eV
**Gap between HOMO and LUMO**: 11.57 eV
**Energy above the lowest of the compared OMol25 structures with the same formula, charge and spin**: 27.1 kcal/mol

Atoms and positions in Å:
C: 0.4272 -0.3194 1.1366
C: 0.1917 1.0347 -0.5218
C: 0.7992 1.1527 0.8730
C: -0.6539 -0.1518 -0.0132
C: -0.9530 -1.1976 -1.0892
H: 1.8437 1.4458 0.9658
H: 1.1770 -1.0576 0.8578
H: 0.1160 -0.5143 2.1803
H: -1.4589 0.0509 0.6820
H: -1.5865 -2.0177 -0.7405
H: -0.2237 1.9296 -1.0003
H: 0.0018 -1.6095 -1.4392
H: 0.1752 1.8243 1.4764
H: -1.4422 -0.7756 -1.9864
H: 0.9343 0.5996 -1.2078